No. 1
Formula: C2H4Cl2N2O
Source: the Open Molecules 2025 dataset
Level of theory: ωB97M-V/def2-TZVPD

Bonds (Å) are listed after each position.
Element x y z (Å)
1 C -1.4777 -0.1374 -0.7933  N3 1.295, H8 0.993, H9 1.114
2 C 0.1595 -0.6919 0.8184  N3 1.298, Cl6 1.752, H10 1.016
3 N -0.3394 -0.5920 -0.3763  C1 1.295, C2 1.298, H11 1.005
4 N 1.5660 1.7290 0.4722  O5 1.208, Cl7 1.818
5 O 1.6486 0.6628 1.0337  N4 1.208
6 Cl -0.8919 -0.4914 2.2059  C2 1.752
7 Cl 2.0827 1.7655 -1.2708  N4 1.818
8 H -1.6284 -0.1413 -1.7751  C1 0.993
9 H -2.3228 -0.1015 -0.0677  C1 1.114
10 H 0.9693 -1.2923 0.9465  C2 1.016
11 H 0.2340 -0.7095 -1.1934  N3 1.005

Computed properties:
- lowest unoccupied orbital energy (alpha / beta) (eV) = -0.3 / -0.8
- energy above the lowest of the compared OMol25 structures with the same formula, charge and spin (kcal/mol) = 129.7
- charge = 0
- Kohn-Sham gap (alpha / beta) (eV) = 7.67 / 6.78
- HOMO (alpha / beta) (Eh) = -0.29143 / -0.27729



No. 2
Formula: C8H36N4O13
Source: the Open Molecules 2025 dataset
Level of theory: ωB97M-V/def2-TZVPD

Bonds (Å) are listed after each position.
Element x y z (Å)
1 C 2.7409 -1.0767 -2.7579  O2 1.239, N3 1.363, N4 1.356
2 O 1.5746 -1.4896 -2.8293  C1 1.239
3 N 3.0975 0.1674 -3.1838  C1 1.363, H5 1.001, H6 1.002
4 N 3.7590 -1.8611 -2.3247  C1 1.356, H7 1.006, H8 0.999
5 H 4.0645 0.2989 -3.4046  N3 1.001
6 H 2.3909 0.7647 -3.5686  N3 1.002
7 H 3.5725 -2.8455 -2.2306  N4 1.006
8 H 4.7074 -1.5468 -2.2976  N4 0.999
9 C -0.7576 4.6198 3.5207  O10 1.234, N11 1.386, N12 1.352
10 O -1.6734 5.4032 3.7872  C9 1.234
11 N 0.2640 4.4091 4.4333  C9 1.386, H13 1.004, H14 1.000
12 N -0.7420 3.8529 2.4071  C9 1.352, H15 1.011, H16 1.002
13 H 0.9308 3.6876 4.2256  N11 1.004
14 H 0.1037 4.5902 5.4031  N11 1.000
15 H -1.6085 3.9095 1.8895  N12 1.011
16 H 0.0222 3.2391 2.1989  N12 1.002
17 C 2.6700 -5.2183 -1.6817  C18 1.541, O20 1.419, H21 1.094, H22 1.092
18 C 1.9026 -4.9286 -0.3766  C17 1.541, O19 1.428, H23 1.096, H24 1.092
19 O 2.5525 -3.9516 0.4380  C18 1.428, H25 0.962
20 O 4.0862 -5.1468 -1.6275  C17 1.419, H26 0.964
21 H 2.2947 -4.4496 -2.3639  C17 1.094
22 H 2.3893 -6.1554 -2.1665  C17 1.092
23 H 1.6532 -5.8629 0.1400  C18 1.096
24 H 0.9158 -4.4980 -0.5599  C18 1.092
25 H 2.2815 -4.1252 1.3443  O19 0.962
26 H 4.3467 -5.7796 -0.9492  O20 0.964
27 C -4.5128 2.2805 1.5069  C28 1.531, O30 1.430, H31 1.088, H32 1.096
28 C -3.3491 2.7633 0.6363  C27 1.531, O29 1.429, H33 1.092, H34 1.089
29 O -3.2196 4.1831 0.7277  C28 1.429, H35 0.964
30 O -5.7895 2.6779 1.0002  C27 1.430, H36 0.964
31 H -4.3735 2.6290 2.5278  C27 1.088
32 H -4.5198 1.1858 1.5543  C27 1.096
33 H -3.4982 2.4549 -0.4005  C28 1.092
34 H -2.4651 2.2801 1.0511  C28 1.089
35 H -4.0307 4.5290 0.3387  O29 0.964
36 H -5.8504 2.2693 0.1295  O30 0.964
37 C -0.0637 0.3465 -0.4614  C38 1.522, O40 1.406, H41 1.096, H42 1.098
38 C -0.8788 -0.8442 -0.9468  C37 1.522, O39 1.419, H43 1.092, H44 1.095
39 O -0.2469 -2.1093 -0.8302  C38 1.419, H45 0.975
40 O -0.2647 0.8228 0.8464  C37 1.406, H46 0.964
41 H -0.1429 1.1614 -1.1904  C37 1.096
42 H 0.9899 0.0777 -0.6132  C37 1.098
43 H -1.2407 -0.7447 -1.9720  C38 1.092
44 H -1.8202 -0.9319 -0.3935  C38 1.095
45 H 0.4453 -2.1659 -1.5148  O39 0.975
46 H 0.3709 1.5025 1.0963  O40 0.964
47 O -1.4674 -4.6681 -1.4212  H48 0.973, H49 0.962
48 H -1.0268 -3.8766 -1.0673  O47 0.973
49 H -2.0525 -4.3329 -2.1073  O47 0.962
50 O 0.1377 -1.7249 1.9607  H51 0.970, H52 0.980
51 H 0.1115 -2.1742 1.1015  O50 0.970
52 H -0.3233 -0.8724 1.8146  O50 0.980
53 O 1.4078 1.8147 2.9170  H54 0.967, H55 0.969
54 H 2.2560 2.2559 2.7754  O53 0.967
55 H 1.6305 0.8766 3.0138  O53 0.969
56 O 1.9094 2.7362 -0.2623  H57 0.964, H58 0.966
57 H 2.8690 2.7697 -0.3500  O56 0.964
58 H 1.6274 3.6605 -0.2794  O56 0.966
59 O -3.4848 0.9511 -2.5178  H60 0.964, H61 0.964
60 H -3.9041 0.6750 -3.3409  O59 0.964
61 H -2.7689 1.5350 -2.7946  O59 0.964

Computed properties:
- lowest unoccupied orbital energy (eV) = -0.2
- structure (SMILES) = NC(N)=O.NC(N)=O.OCCO.OCCO.OCCO.O.O.O.O.O
- energy above the lowest of the compared OMol25 structures with the same formula, charge and spin (kcal/mol) = 0.0
- charge = 0
- Kohn-Sham gap (eV) = 9.00
- HOMO (Eh) = -0.33783